# 1
{
  "formula": "C22H25BrN2O5S",
  "method": "wB97M-V/def2-TZVPD",
  "smiles": "CCOC(=O)c1c(CS(=O)(=O)c2ccccc2)n(C)c2cc(Br)c(O)c(CN(C)C)c12",
  "total_charge": 0,
  "orbital_gap_ha": 0.3162,
  "species": ["C", "C", "O", "C", "O", "C", "C", "C", "S", "O", "O", "C", "C", "C", "C", "C", "C", "N", "C", "C", "C", "C", "Br", "C", "O", "C", "C", "N", "C", "C", "C", "H", "H", "H", "H", "H", "H", "H", "H", "H", "H", "H", "H", "H", "H", "H", "H", "H", "H", "H", "H", "H", "H", "H", "H", "H"],
  "xyz": [[2.628, 1.453, 2.945], [3.021, 0.606, 1.743], [1.949, -0.229, 1.304], [1.020, 0.325, 0.508], [1.031, 1.491, 0.188], [-0.011, -0.654, 0.143], [-0.624, -1.525, 1.032], [-0.446, -1.597, 2.488], [-1.690, -0.497, 3.321], [-1.233, -0.285, 4.668], [-2.988, -1.099, 3.143], [-1.623, 1.042, 2.412], [-2.264, 1.135, 1.192], [-2.137, 2.299, 0.455], [-1.385, 3.352, 0.952], [-0.772, 3.256, 2.191], [-0.884, 2.088, 2.926], [-1.581, -2.249, 0.384], [-2.443, -3.226, 0.996], [-1.586, -1.885, -0.936], [-2.361, -2.362, -1.986], [-2.127, -1.821, -3.227], [-3.139, -2.420, -4.714], [-1.140, -0.846, -3.464], [-1.011, -0.448, -4.755], [-0.368, -0.359, -2.416], [0.732, 0.646, -2.616], [2.022, 0.071, -2.267], [3.054, 1.084, -2.240], [2.382, -1.028, -3.137], [-0.612, -0.876, -1.133], [3.495, 2.001, 3.301], [2.252, 0.824, 3.749], [1.854, 2.161, 2.658], [3.328, 1.250, 0.914], [3.827, -0.086, 1.995], [0.524, -1.224, 2.796], [-0.624, -2.586, 2.900], [-2.863, 0.309, 0.840], [-2.618, 2.381, -0.507], [-1.279, 4.256, 0.371], [-0.201, 4.086, 2.578], [-0.423, 1.970, 3.894], [-1.868, -4.096, 1.321], [-3.184, -3.551, 0.271], [-2.957, -2.787, 1.853], [-3.111, -3.125, -1.861], [-0.277, 0.171, -4.847], [0.743, 1.046, -3.651], [0.558, 1.488, -1.941], [3.986, 0.631, -1.903], [2.763, 1.863, -1.538], [3.225, 1.544, -3.227], [3.316, -1.464, -2.788], [1.607, -1.792, -3.094], [2.514, -0.714, -4.186]]
}

---

# 2
{
  "formula": "C22H25Cl2NO3P2V",
  "method": "wB97M-V/def2-TZVPD",
  "spin_multiplicity": 3,
  "total_charge": 1,
  "orbital_gap_ha": [0.2350, 0.2022],
  "e_above_lowest_kcal_mol": 0.0,
  "species": ["C", "C", "C", "C", "C", "C", "C", "C", "C", "C", "C", "C", "C", "H", "H", "H", "H", "H", "H", "H", "N", "V", "C", "H", "H", "C", "H", "H", "P", "P", "C", "H", "H", "H", "C", "H", "H", "H", "C", "H", "H", "H", "C", "H", "H", "H", "C", "O", "H", "Cl", "C", "Cl", "C", "O", "O", "H"],
  "xyz": [[-1.891, 1.860, -3.299], [-1.871, 1.469, -1.943], [-0.597, 0.989, -1.450], [0.419, 1.932, -1.810], [0.404, 2.532, -3.094], [-0.730, 2.391, -3.881], [1.399, 2.056, -0.792], [2.003, 0.773, -0.611], [1.142, -0.397, -0.706], [1.543, -1.573, -1.413], [2.847, -1.606, -1.886], [3.765, -0.595, -1.539], [3.376, 0.552, -0.860], [-2.829, 1.891, -3.852], [1.308, 3.045, -3.431], [-0.730, 2.758, -4.915], [1.961, 2.970, -0.601], [3.184, -2.462, -2.479], [4.812, -0.715, -1.837], [4.094, 1.346, -0.621], [-0.264, -0.086, -0.655], [-0.160, -1.143, 0.862], [-2.757, 2.095, -0.929], [-3.241, 1.352, -0.279], [-3.509, 2.760, -1.385], [0.612, -2.771, -1.501], [-0.291, -2.574, -2.102], [1.131, -3.654, -1.895], [-1.560, 3.105, 0.130], [-0.031, -3.304, 0.165], [1.246, -4.363, 0.898], [1.414, -4.044, 1.938], [0.902, -5.408, 0.882], [2.191, -4.265, 0.345], [-1.475, -4.382, 0.069], [-1.150, -5.430, 0.007], [-2.057, -4.218, 0.990], [-2.089, -4.103, -0.795], [-2.556, 4.452, 0.745], [-3.616, 4.258, 0.544], [-2.371, 4.516, 1.821], [-2.211, 5.353, 0.229], [-1.328, 1.962, 1.524], [-0.270, 1.892, 1.800], [-1.899, 2.254, 2.421], [-1.705, 0.960, 1.238], [1.529, -1.291, 1.660], [2.652, -1.465, 1.932], [-0.323, 3.674, -0.465], [1.426, -2.052, 4.901], [0.448, -0.595, 4.718], [1.179, 0.676, 3.669], [-0.950, -0.995, 4.073], [-1.855, -0.667, 4.830], [-0.957, -1.575, 2.936], [0.287, -0.140, 5.702]]
}

---

| no. | electronic energy (eV) |
| --- | --- |
| 1 | -117315.3622 |
| 2 | -100150.9641 |